No. 1
C46H53Cl2N4OPS4W as an isolated structure in a non-equilibrium geometry, computed with the ωB97M-V functional and the def2-TZVPD basis.

energy above the lowest of the compared OMol25 structures with the same formula, charge and spin = 2.590 eV
charge = +2
E_LUMO (alpha / beta) = -7.045 / -7.042 eV
gap between HOMO and LUMO (alpha / beta) = 5.2 / 5.2 eV
spin multiplicity = 1

Geometry as XYZ:
```
112
Properties=species:S:1:pos:R:3:forces:R:3
W -0.365 -0.558 0.437 -0.1 -1.3 0.9
C 1.812 -2.372 3.706 0.0 -0.2 0.0
C 2.411 -3.116 2.508 -0.1 0.0 0.1
C 2.363 -2.294 1.224 0.0 0.0 -0.2
N 1.054 -2.253 0.548 -0.3 0.5 0.2
C 0.749 -3.349 -0.134 0.1 -0.2 -0.1
C 1.611 -4.468 -0.216 0.1 -0.3 -0.1
C 1.447 -5.734 -0.736 0.0 0.1 0.1
C 0.311 -6.338 -1.266 0.0 -0.1 -0.1
C -0.882 -5.701 -1.490 0.0 0.0 -0.1
C -1.196 -4.349 -1.354 -0.1 -0.1 0.0
C -0.483 -3.260 -0.858 -0.2 -0.2 -0.2
N -0.974 -1.994 -0.967 0.2 0.7 0.2
C -2.157 -1.902 -1.839 0.0 0.0 0.1
C -2.612 -0.500 -2.053 0.0 -0.1 0.1
C -3.242 -0.006 -0.774 0.1 -0.2 -0.1
N -2.457 -0.404 0.412 0.0 0.2 -0.5
C -3.072 -0.457 1.593 0.0 -0.1 -0.1
C -4.381 0.050 1.757 -0.3 0.1 -0.1
C -5.211 0.061 2.844 0.0 0.0 -0.1
C -4.994 -0.425 4.139 0.0 0.0 0.1
C -3.854 -1.026 4.597 -0.1 0.0 0.1
C -2.668 -1.316 3.912 0.1 -0.1 0.1
C -2.278 -1.084 2.613 -0.2 0.1 0.2
N -1.044 -1.521 2.135 0.3 0.7 -0.8
C -0.591 -2.783 2.777 0.0 0.1 0.1
C 0.346 -2.696 3.981 0.0 0.2 0.0
H 1.935 -1.299 3.571 0.1 0.0 0.0
H 2.373 -2.628 4.606 0.0 0.0 0.0
H 1.911 -4.079 2.370 0.1 0.0 0.1
H 3.463 -3.336 2.707 0.0 0.0 0.0
H 3.110 -2.642 0.512 0.0 0.0 -0.1
H 2.687 -1.302 1.467 0.1 0.2 0.0
H 2.592 -4.328 0.207 0.0 0.0 0.0
H 2.327 -6.365 -0.665 0.0 0.0 0.0
H 0.379 -7.389 -1.524 0.0 0.1 0.0
H -1.687 -6.317 -1.877 0.0 0.1 0.0
H -2.194 -4.124 -1.694 0.1 -0.1 0.0
H -2.982 -2.462 -1.388 -0.1 -0.1 0.0
H -1.907 -2.365 -2.792 0.1 -0.1 -0.1
H -3.354 -0.467 -2.850 0.0 0.0 0.0
H -1.777 0.101 -2.371 0.2 0.2 -0.1
H -4.222 -0.477 -0.700 -0.1 -0.1 0.1
H -3.373 1.071 -0.790 -0.1 0.2 0.1
H -4.785 0.554 0.889 0.0 0.0 0.1
H -6.172 0.536 2.676 0.0 0.0 0.0
H -5.802 -0.294 4.849 0.0 0.0 0.0
H -3.856 -1.319 5.641 0.0 0.0 0.0
H -1.919 -1.780 4.538 -0.1 0.0 0.0
H -0.139 -3.405 2.024 0.1 -0.1 -0.1
H -1.488 -3.310 3.087 -0.2 0.0 0.0
H 0.292 -3.682 4.451 0.0 0.0 0.0
H -0.025 -1.974 4.713 0.0 -0.1 0.0
Cl 1.530 0.531 1.857 0.5 0.4 -0.1
C 1.032 1.248 3.372 0.0 -0.1 0.2
C 1.909 1.343 4.430 0.2 -0.1 -0.1
C 1.435 1.956 5.582 0.1 0.0 0.1
C 0.133 2.430 5.636 -0.1 0.1 0.1
C -0.716 2.295 4.546 0.0 0.0 0.1
Cl -2.338 2.874 4.628 0.0 0.0 0.0
C -0.271 1.691 3.371 -0.2 -0.2 -0.1
S -1.256 1.519 1.953 0.1 0.0 -0.2
H 2.924 0.970 4.358 -0.1 0.0 0.0
H 2.086 2.062 6.441 0.0 0.0 -0.1
H -0.237 2.916 6.531 0.0 -0.1 -0.1
S -3.118 3.475 -0.282 -0.1 0.1 0.0
P -1.686 2.998 -1.498 -0.1 0.1 0.5
S -0.242 1.523 -0.904 0.0 -0.5 -0.5
C -0.547 4.359 -1.845 0.0 0.0 -0.2
C -0.962 5.292 -2.799 0.2 0.0 0.0
C -0.158 6.386 -3.084 0.0 0.0 0.0
C 1.057 6.551 -2.427 0.0 0.0 0.0
C 1.458 5.636 -1.464 0.0 0.0 0.1
C 0.653 4.543 -1.166 0.0 0.1 0.0
C -2.221 2.419 -3.132 0.0 0.1 0.0
C -3.569 2.488 -3.461 0.0 -0.1 0.0
C -3.990 2.115 -4.735 0.0 0.0 0.0
C -3.064 1.672 -5.669 0.0 0.0 0.0
C -1.711 1.603 -5.338 0.0 0.0 0.1
C -1.286 1.981 -4.074 -0.1 0.1 -0.1
H -1.909 5.169 -3.312 0.0 0.0 0.0
H -0.482 7.115 -3.819 0.0 -0.1 0.1
H 1.685 7.403 -2.660 0.0 0.0 0.0
H 2.395 5.782 -0.935 -0.1 0.0 0.0
H 0.940 3.847 -0.388 0.0 0.0 0.0
H -4.280 2.839 -2.720 0.0 0.0 -0.1
H -5.040 2.179 -5.000 0.1 0.0 0.0
H -3.392 1.391 -6.664 0.0 0.0 0.1
H -0.991 1.265 -6.075 -0.1 0.0 0.1
H -0.234 1.940 -3.814 0.0 0.0 0.0
C 2.720 -2.412 -3.008 0.2 0.0 -0.2
C 2.679 -0.985 -3.547 0.0 -0.1 0.2
C 3.562 -0.011 -2.776 0.2 -0.1 -0.1
S 3.152 0.126 -1.005 -0.3 -0.1 -0.1
O 1.661 -0.245 -0.915 0.1 0.1 0.1
C 3.290 1.929 -0.886 0.1 0.0 0.0
C 4.712 2.364 -0.524 0.0 -0.2 0.1
C 5.155 1.967 0.887 -0.2 0.0 -0.1
H 2.230 -3.106 -3.695 0.0 0.1 0.1
H 2.206 -2.465 -2.055 0.0 0.0 0.2
H 3.754 -2.755 -2.873 -0.2 0.0 0.0
H 1.653 -0.609 -3.556 0.0 0.0 0.0
H 3.037 -0.975 -4.577 0.0 0.1 0.0
H 3.516 0.994 -3.197 0.0 -0.1 0.0
H 4.601 -0.349 -2.779 0.0 0.0 0.0
H 2.571 2.213 -0.124 -0.1 0.1 0.2
H 2.961 2.345 -1.839 -0.1 0.1 0.1
H 4.741 3.451 -0.610 0.0 0.0 -0.1
H 5.421 1.977 -1.262 0.0 0.0 0.0
H 4.503 2.428 1.636 0.0 -0.1 -0.1
H 5.135 0.883 1.030 0.0 0.1 0.0
H 6.173 2.306 1.081 0.0 0.0 0.0
```
Positions in Å, forces in eV/Å.

=====

No. 2
A 2-piece molecular cluster, C5H11NO overall in a non-equilibrium geometry, computed with the ωB97M-V functional and the def2-TZVPD basis.

energy above the lowest of the compared OMol25 structures with the same formula, charge and spin = 3.217 eV
charge = 0
E_LUMO = 1.089 eV
SMILES string = C=CCNC=C.O
gap between HOMO and LUMO = 8.8 eV
spin multiplicity = 1

Geometry as XYZ:
```
18
Properties=species:S:1:pos:R:3:forces:R:3
C -0.558 -1.719 1.364 -0.7 0.8 -0.1
C 0.037 -1.201 0.281 1.3 -0.9 -0.1
N -0.296 -1.423 -1.041 -0.8 0.4 1.0
C 0.612 -1.077 -2.113 -0.9 0.1 -0.4
C 1.485 1.159 -2.713 -0.2 0.5 -0.8
C 0.418 0.391 -2.505 0.9 -0.7 0.3
H -1.624 -1.933 1.361 0.2 -0.6 -0.1
H -0.069 -1.709 2.322 0.0 0.4 0.1
H 1.017 -0.733 0.384 -0.1 -0.1 0.0
H -1.065 -2.063 -1.112 0.0 -0.1 -0.8
H 0.425 -1.722 -2.977 0.1 -0.2 0.2
H 1.600 -1.251 -1.691 0.3 0.1 -0.6
H 1.527 2.243 -2.642 -0.5 -0.1 -0.6
H 2.361 0.710 -3.183 0.4 -0.2 1.2
H -0.624 0.666 -2.544 0.0 0.7 0.7
H -1.877 2.835 6.283 0.0 0.1 -0.1
H -1.337 3.727 5.157 0.0 0.0 0.1
O -2.032 3.098 5.369 -0.1 -0.1 0.1
```
Positions in Å, forces in eV/Å.

=====

No. 3
One molecule with the formula C6H8 in a non-equilibrium geometry, computed with the ωB97M-V functional and the def2-TZVPD basis.

energy above the lowest of the compared OMol25 structures with the same formula, charge and spin = 3.924 eV
charge = 0
E_LUMO = 1.230 eV
SMILES string = C[C@H]1CC12C=C2
gap between HOMO and LUMO = 9.5 eV
spin multiplicity = 1

Geometry as XYZ:
```
14
Properties=species:S:1:pos:R:3:forces:R:3
C -1.527 -0.192 1.587 0.8 0.7 0.7
C -0.548 -0.646 2.324 0.0 -0.2 -1.5
C 0.827 0.969 0.456 -0.1 -0.8 2.7
C 0.595 -0.314 -0.258 0.0 -0.5 1.8
C -0.165 -0.006 1.017 0.0 -0.3 -0.9
C -0.019 -0.218 -1.595 2.0 0.5 -0.9
H -2.546 0.130 1.616 -0.4 -0.2 -0.3
H -0.223 -1.261 3.140 0.0 0.2 0.3
H 1.624 1.239 1.148 0.2 0.1 -0.8
H 0.367 1.602 -0.204 -0.5 2.9 -0.7
H 1.306 -1.072 -0.160 1.1 -1.1 0.1
H -0.249 0.806 -1.906 0.8 0.1 -0.3
H -0.963 -0.564 -1.474 -3.0 -2.0 -0.4
H 0.622 -0.799 -2.305 -1.0 0.7 0.1
```
Positions in Å, forces in eV/Å.

=====

No. 4
A 3-piece molecular cluster, C3H11NO3S overall in a non-equilibrium geometry, computed with the ωB97M-V functional and the def2-TZVPD basis.

energy above the lowest of the compared OMol25 structures with the same formula, charge and spin = 1.943 eV
charge = 0
E_LUMO = 0.450 eV
SMILES string = N[C@H](C=O)CS.O.O
gap between HOMO and LUMO = 10.0 eV
spin multiplicity = 1

Geometry as XYZ:
```
19
Properties=species:S:1:pos:R:3:forces:R:3
O 0.896 -0.050 1.852 0.9 0.1 0.9
C -0.281 -0.165 1.694 0.2 0.7 -1.9
C -0.806 -0.787 0.407 -0.5 -2.7 0.6
C -1.161 0.214 -0.590 -1.0 1.6 -3.2
S -1.972 -0.417 -2.323 0.4 0.7 2.3
N -1.990 -1.564 0.867 -0.6 -1.0 -1.4
H -1.035 0.308 2.342 -0.1 -0.3 0.3
H -0.043 -1.496 -0.065 -0.8 1.0 1.0
H -1.897 0.968 -0.274 -0.1 -0.4 0.1
H -0.329 0.812 -0.939 0.4 -0.1 0.0
H -0.914 -1.071 -2.777 0.5 -0.2 0.0
H -2.864 -1.072 0.550 1.1 -0.9 0.3
H -1.955 -2.508 0.386 -0.4 1.6 0.8
H 2.118 0.090 -1.924 -0.8 1.8 1.3
H 3.250 -0.703 -2.361 1.0 -0.4 -0.1
O 2.311 -0.641 -2.456 -0.2 -1.5 -1.1
H 2.475 3.280 2.396 -0.4 -0.9 -0.7
H 2.084 1.921 1.641 0.1 0.0 0.5
O 2.114 2.881 1.576 0.2 0.8 0.2
```
Positions in Å, forces in eV/Å.

=====

No. 5
BrI3Mn as an isolated structure, computed with the ωB97M-V functional and the def2-TZVPD basis.

energy above the lowest of the compared OMol25 structures with the same formula, charge and spin = 0.059 eV
charge = -2
E_LUMO (alpha / beta) = 5.142 / 5.132 eV
gap between HOMO and LUMO (alpha / beta) = 6.9 / 7.0 eV
spin multiplicity = 6

Geometry as XYZ:
```
5
Properties=species:S:1:pos:R:3:forces:R:3
Mn -0.079 0.010 0.009 0.1 0.1 0.0
I 0.665 -1.670 -2.115 -0.2 0.1 0.0
I 0.337 -1.662 2.223 0.1 0.1 0.0
I 1.463 2.326 -0.599 0.0 -0.2 0.1
Br -2.387 0.997 0.481 0.1 -0.1 -0.1
```
Positions in Å, forces in eV/Å.

=====

No. 6
C5H11InO4 as an isolated structure in a non-equilibrium geometry, computed with the ωB97M-V functional and the def2-TZVPD basis.

charge = +1
E_LUMO (alpha / beta) = -5.975 / -5.988 eV
gap between HOMO and LUMO (alpha / beta) = 6.6 / 6.9 eV
spin multiplicity = 2

Geometry as XYZ:
```
21
Properties=species:S:1:pos:R:3:forces:R:3
C 4.515 0.442 -1.087 0.2 0.9 0.2
O 4.054 -0.832 -1.463 -1.8 -1.1 0.5
H 4.612 0.542 0.007 0.0 0.0 -0.3
H 5.511 0.584 -1.534 -0.4 -0.2 0.2
H 3.862 1.247 -1.470 0.2 -0.2 0.2
O -1.629 -0.891 0.443 -1.7 0.7 -0.1
C -0.519 -0.776 -0.383 2.0 0.2 -1.2
C 0.521 -1.820 -0.080 -0.1 0.1 -1.3
O 0.584 -2.098 1.258 2.0 0.1 -0.3
C 1.136 -3.335 1.739 0.6 -1.1 0.0
C 0.587 -3.508 3.157 2.1 0.0 0.1
O -0.779 -3.262 3.211 -1.1 -0.8 1.1
In -1.298 -1.882 2.025 -1.7 0.4 0.5
H -0.044 0.229 -0.282 -0.4 -0.3 0.1
H -0.781 -0.868 -1.457 -0.2 0.0 0.6
H 3.150 -1.012 -1.070 1.8 0.6 -0.7
H 1.248 -2.255 -0.772 -0.3 0.1 0.5
H 2.234 -3.287 1.714 -0.3 0.0 0.1
H 0.789 -4.143 1.078 0.1 0.2 0.1
H 1.150 -2.828 3.830 -0.3 -0.2 -0.2
H 0.838 -4.539 3.475 -0.5 0.4 -0.1
```
Positions in Å, forces in eV/Å.